Version a
Molecular formula: C9H13NO2
Method: DFT, ωB97M-V/def2-TZVPD

Geometry as XYZ:
```
25
C9H13NO2, DFT ωB97M-V/def2-TZVPD
C 0.46 2.14 2.24
C 0.42 1.41 1.29
C 1.06 -2.49 0.66
C 0.82 -1.52 1.48
C 2.65 0.28 -0.35
C -1.10 1.44 -1.34
C -2.06 -0.20 0.67
C -0.98 0.22 -0.33
C 0.34 0.38 0.35
N 3.49 0.28 -1.49
O 3.16 0.20 0.71
O 1.37 0.35 -0.65
H 0.35 2.86 2.99
H 0.93 -3.47 1.02
H 1.49 -2.15 -0.20
H 0.41 -1.48 2.43
H -1.42 2.26 -0.70
H -1.94 1.34 -2.01
H -0.21 1.70 -1.91
H -2.30 0.57 1.38
H -1.91 -1.23 1.15
H -2.97 -0.25 0.18
H -1.04 -0.73 -0.89
H 4.41 0.67 -1.24
H 2.97 0.81 -2.17
```

For the LUMO energy, the calculation gives 0.444 eV. As for the frontier orbital gap: 0.3267 Ha. The HOMO energy comes out at -8.4458 eV. Its net charge is 0. Its spin multiplicity is 1.

Version b
Molecular formula: C9H13NO2
Method: DFT, ωB97M-V/def2-TZVPD

Geometry as XYZ:
```
25
C9H13NO2, DFT ωB97M-V/def2-TZVPD
C -0.86 2.40 0.28
C -0.92 1.08 -0.45
O -1.65 1.03 -1.65
C 0.08 0.04 -0.19
C 1.32 0.32 0.68
C 2.16 -0.97 0.47
C 1.59 -1.70 -0.75
C 0.42 -0.97 -1.32
C -1.19 -0.35 0.60
O -1.24 -0.08 2.00
C -2.11 -1.34 0.20
N -2.84 -2.21 0.16
H -0.53 2.26 1.47
H -1.81 2.94 0.10
H -0.01 3.02 -0.20
H -2.45 1.68 -1.54
H 1.03 0.40 1.74
H 1.74 1.24 0.28
H 2.30 -1.59 1.42
H 3.20 -0.73 0.27
H 2.31 -1.71 -1.58
H 1.35 -2.82 -0.58
H 0.69 -0.31 -2.07
H -0.43 -1.59 -1.58
H -2.16 -0.02 2.24
```

For the LUMO energy, the calculation gives 0.458 eV. As for the frontier orbital gap: 0.3185 Ha. The HOMO energy comes out at -8.2096 eV. Its net charge is 0. Its spin multiplicity is 1.

Most stable structure, least stable structure: version b, version a.

Version a
Molecular formula: C9H13NO2
Method: DFT, ωB97M-V/def2-TZVPD

Geometry as XYZ:
```
25
C9H13NO2, DFT ωB97M-V/def2-TZVPD
C -3.45 0.53 2.72
C -1.92 0.31 2.56
C -1.44 -1.04 2.79
C -0.13 -1.45 2.33
C 0.64 -0.54 1.63
O 1.89 -0.92 1.19
C 0.20 0.75 1.54
C -0.97 1.26 1.96
H -3.93 -0.43 2.84
H -3.95 1.06 1.98
H -3.63 1.08 3.63
H -2.15 -1.76 3.06
H 0.12 -2.50 2.33
H 1.98 -0.82 0.21
H 0.98 1.39 1.15
H -1.15 2.31 1.65
C 2.16 0.69 -4.59
C 1.22 -0.20 -3.83
N 1.89 -0.77 -2.75
O 0.02 -0.26 -4.00
H 1.89 1.35 -5.40
H 3.08 0.14 -4.85
H 2.46 1.45 -3.81
H 1.40 -1.25 -1.92
H 2.77 -0.37 -2.40
```

For the LUMO energy, the calculation gives 0.341 eV. As for the frontier orbital gap: 0.3310 Ha. The HOMO energy comes out at -8.6648 eV. Its net charge is 0. Its spin multiplicity is 1.

Version b
Molecular formula: C9H13NO2
Method: DFT, ωB97M-V/def2-TZVPD

Geometry as XYZ:
```
25
C9H13NO2, DFT ωB97M-V/def2-TZVPD
C -3.05 -1.75 -0.05
C -1.90 -2.47 -0.10
C -3.11 -0.39 -0.01
C -0.57 -0.38 -0.22
C -0.55 -1.82 -0.16
C 1.88 0.15 -0.16
C 0.13 1.19 1.36
C 0.16 1.78 -1.06
C 0.43 0.64 -0.06
N -3.74 0.76 -0.04
O -4.96 0.56 0.19
O -3.21 1.85 -0.20
H -4.00 -2.29 -0.04
H -1.93 -3.55 -0.13
H 0.07 -2.19 0.67
H -0.03 -2.17 -1.07
H 2.07 -0.65 0.55
H 2.09 -0.22 -1.16
H 2.57 0.97 0.05
H 0.78 2.04 1.54
H 0.33 0.43 2.12
H -0.90 1.50 1.43
H -0.88 2.09 -1.00
H 0.36 1.44 -2.08
H 0.80 2.63 -0.84
```

For the LUMO energy, the calculation gives -1.161 eV. As for the frontier orbital gap: 0.2383 Ha. The HOMO energy comes out at -7.6469 eV. Its net charge is 0. Its spin multiplicity is 1.

Version c
Molecular formula: C9H13NO2
Method: DFT, ωB97M-V/def2-TZVPD

Geometry as XYZ:
```
25
C9H13NO2, DFT ωB97M-V/def2-TZVPD
C 3.19 0.61 2.33
C 1.69 0.44 2.18
C 0.88 1.46 1.73
C -0.50 1.22 1.62
C -0.98 -0.05 1.88
O -2.32 -0.30 1.75
C -0.18 -1.13 2.25
C 1.16 -0.83 2.44
H 3.73 0.23 1.46
H 3.61 0.40 3.31
H 3.40 1.67 2.21
H 1.29 2.44 1.54
H -1.21 1.89 1.14
H -2.76 0.44 1.33
H -0.60 -2.10 2.18
H 1.89 -1.61 2.62
C -1.81 0.40 -3.95
C -1.62 -0.79 -3.04
N -0.61 -1.65 -3.35
O -2.42 -1.05 -2.16
H -2.76 0.52 -4.44
H -1.08 0.39 -4.77
H -1.46 1.29 -3.41
H -0.56 -2.40 -2.71
H 0.03 -1.48 -4.10
```

For the LUMO energy, the calculation gives 0.729 eV. As for the frontier orbital gap: 0.3280 Ha. The HOMO energy comes out at -8.1971 eV. Its net charge is 0. Its spin multiplicity is 1.

Most stable structure, least stable structure: version c, version b.

Version a
Molecular formula: C4H11OP
Method: DFT, ωB97M-V/def2-TZVPD

Geometry as XYZ:
```
17
C4H11OP, DFT ωB97M-V/def2-TZVPD
C -0.16 -1.09 -1.09
C -0.18 -0.11 0.09
C -0.47 -0.69 1.48
C -1.06 1.12 -0.22
P 1.56 0.56 -0.16
O 2.66 -0.38 -0.42
H 0.65 -1.90 -0.80
H -1.08 -1.69 -1.13
H 0.10 -0.60 -2.01
H -1.56 -0.57 1.73
H 0.08 0.06 2.20
H -0.14 -1.75 1.54
H -1.53 0.91 -1.24
H -1.81 1.18 0.59
H -0.30 2.04 -0.35
H 1.32 1.32 -1.18
H 1.92 1.62 0.97
```

For the LUMO energy, the calculation gives 0.753 eV. As for the frontier orbital gap: 0.3935 Ha. The HOMO energy comes out at -9.9540 eV. Its net charge is 0. Its spin multiplicity is 1.

Version b
Molecular formula: C4H11OP
Method: DFT, ωB97M-V/def2-TZVPD

Geometry as XYZ:
```
17
C4H11OP, DFT ωB97M-V/def2-TZVPD
C -2.64 -0.12 -0.16
C -1.34 0.66 -0.41
C -0.15 -0.23 -0.01
P 1.46 0.65 -0.37
C 2.64 -0.84 -0.10
O 1.64 1.38 1.10
H -3.49 0.58 -0.10
H -2.50 -0.66 0.77
H -2.76 -0.87 -0.87
H -1.38 0.92 -1.49
H -1.35 1.50 0.30
H -0.12 -1.27 -0.53
H -0.16 -0.60 1.06
H 2.72 -1.52 -0.87
H 3.67 -0.41 -0.13
H 2.57 -1.42 0.80
H 1.20 2.27 1.01
```

For the LUMO energy, the calculation gives 0.993 eV. As for the frontier orbital gap: 0.3576 Ha. The HOMO energy comes out at -8.7385 eV. Its net charge is 0. Its spin multiplicity is 1.

Most stable structure, least stable structure: version b, version a.

Version a
Molecular formula: C3H10NS
Method: DFT, ωB97M-V/def2-TZVPD

Geometry as XYZ:
```
15
C3H10NS, DFT ωB97M-V/def2-TZVPD
C -1.83 -2.15 1.30
N -2.20 -0.73 0.89
H -1.53 -2.66 0.40
H -2.65 -2.79 1.76
H -0.90 -2.03 1.82
H -1.68 -0.70 -0.05
H -1.87 -0.24 1.75
C 2.18 1.84 -1.31
C 0.98 1.26 -0.61
S 0.74 -0.64 -0.92
H 2.13 1.86 -2.43
H 3.03 1.25 -1.05
H 2.44 2.77 -1.07
H 0.19 1.79 -1.00
H 0.96 1.19 0.52
```

For the LUMO energy, the calculation gives 4.192 eV. As for the frontier orbital gap: 0.2439 Ha. The HOMO energy comes out at -2.4446 eV. Its net charge is -1. Its spin multiplicity is 1.

Version b
Molecular formula: C3H10NS
Method: DFT, ωB97M-V/def2-TZVPD

Geometry as XYZ:
```
15
C3H10NS, DFT ωB97M-V/def2-TZVPD
C -2.11 1.37 1.07
N -2.68 0.04 1.20
H -2.14 1.74 0.02
H -2.70 2.10 1.62
H -1.06 1.35 1.38
H -3.65 0.10 1.00
H -2.23 -0.61 0.57
C 2.84 -0.98 -0.84
C 1.41 -0.52 -1.03
S 0.27 -1.15 0.27
H 3.47 -0.83 -1.72
H 3.21 -0.49 0.07
H 2.93 -2.05 -0.61
H 1.43 0.57 -0.95
H 0.99 -0.63 -2.04
```

For the LUMO energy, the calculation gives 4.254 eV. As for the frontier orbital gap: 0.2413 Ha. The HOMO energy comes out at -2.3123 eV. Its net charge is -1. Its spin multiplicity is 1.

Most stable structure, least stable structure: version b, version a.

Version a
Molecular formula: C3H8BNO
Method: DFT, ωB97M-V/def2-TZVPD

Geometry as XYZ:
```
14
C3H8BNO, DFT ωB97M-V/def2-TZVPD
B 0.57 -1.29 1.82
C 0.31 -0.25 -1.11
C -1.08 0.38 -0.81
C 1.17 0.36 0.02
N -0.88 1.31 0.30
O 0.54 1.48 0.47
H -0.43 -1.04 2.56
H 1.20 -2.22 1.79
H 0.42 -1.47 -1.02
H 0.56 -0.23 -2.16
H -1.42 0.71 -1.68
H -1.86 -0.37 -0.40
H 2.17 0.38 -0.09
H -1.29 2.23 0.29
```

For the LUMO energy, the calculation gives 0.242 eV. As for the frontier orbital gap: 0.2707 Ha. The HOMO energy comes out at -7.1237 eV. Its net charge is 0. Its spin multiplicity is 1.

Version b
Molecular formula: C3H8BNO
Method: DFT, ωB97M-V/def2-TZVPD

Geometry as XYZ:
```
14
C3H8BNO, DFT ωB97M-V/def2-TZVPD
B -0.65 1.13 1.10
C 0.99 -0.49 0.00
C -0.55 -0.97 -0.66
C 0.85 0.82 0.57
N -1.23 0.12 -1.14
O -1.34 1.26 -0.42
H -0.60 2.26 1.49
H -1.16 0.36 1.82
H 1.29 -1.39 0.59
H 1.78 -0.45 -0.84
H -0.14 -1.59 -1.40
H -1.16 -1.39 0.03
H 1.39 1.54 -0.02
H -1.09 0.28 -2.17
```

For the LUMO energy (alpha / beta), the calculation gives -0.373 / -1.089 eV. As for the frontier orbital gap (alpha / beta): 0.3161 / 0.2627 Ha. The HOMO energy (alpha / beta) comes out at -8.9743 / -8.2365 eV. Its net charge is 0. Its spin multiplicity is 1.

Most stable structure, least stable structure: version b, version a.

Version a
Molecular formula: H2NO2P
Method: DFT, ωB97M-V/def2-TZVPD

Geometry as XYZ:
```
6
H2NO2P, DFT ωB97M-V/def2-TZVPD
N 0.35 -0.41 0.22
O 2.86 -2.21 0.91
O 1.28 -1.19 -0.32
P 1.80 -2.12 -1.38
H 0.68 0.24 0.91
H 3.64 -2.58 1.29
```

For the LUMO energy (alpha / beta), the calculation gives -1.169 / -1.650 eV. As for the frontier orbital gap (alpha / beta): 0.3294 / 0.2524 Ha. The HOMO energy (alpha / beta) comes out at -10.1316 / -8.5169 eV. Its net charge is 0. Its spin multiplicity is 1.

Version b
Molecular formula: H2NO2P
Method: DFT, ωB97M-V/def2-TZVPD

Geometry as XYZ:
```
6
H2NO2P, DFT ωB97M-V/def2-TZVPD
N 0.44 -1.21 1.15
O 1.22 0.49 -0.38
O -1.15 0.62 -0.61
P -0.06 -0.46 -0.06
H 1.58 -0.26 0.16
H -2.03 0.82 -0.27
```

For the LUMO energy (alpha / beta), the calculation gives -1.773 / -1.775 eV. As for the frontier orbital gap (alpha / beta): 0.3072 / 0.3074 Ha. The HOMO energy (alpha / beta) comes out at -10.1337 / -10.1404 eV. Its net charge is 0. Its spin multiplicity is 1.

Most stable structure, least stable structure: version b, version a.